Formula: C21H32N4ORbS5Se
Source: the OMol25 dataset
Level of theory: ωB97M-V/def2-TZVPD

XYZ file:
```
65
C21H32N4ORbS5Se, DFT ωB97M-V/def2-TZVPD
Rb 0.878 -0.147 -0.211
C -2.472 2.870 -0.681
C -2.967 2.380 0.677
S -1.751 1.378 1.579
C -2.865 0.169 2.354
C -2.155 -1.118 2.750
S -1.419 -2.085 1.412
C -2.858 -2.513 0.401
C -2.430 -3.033 -0.966
S -1.526 -1.889 -2.043
C -2.842 -0.799 -2.647
C -3.168 0.419 -1.788
S -1.799 1.604 -1.784
H -1.662 3.591 -0.559
H -3.289 3.394 -1.181
H -3.867 1.779 0.552
H -3.246 3.249 1.274
H -3.676 -0.037 1.654
H -3.311 0.606 3.248
H -2.852 -1.747 3.307
H -1.320 -0.904 3.419
H -3.505 -1.645 0.285
H -3.434 -3.290 0.907
H -3.306 -3.396 -1.507
H -1.759 -3.887 -0.851
H -3.742 -1.402 -2.781
H -2.528 -0.482 -3.643
H -3.368 0.114 -0.762
H -4.059 0.911 -2.184
C 3.639 4.333 0.683
S 3.074 3.079 -0.468
C 1.458 3.793 -0.792
O 2.806 1.861 0.361
H 2.938 4.391 1.515
H 3.717 5.290 0.167
H 4.620 4.027 1.039
H 1.574 4.741 -1.317
H 0.935 3.931 0.155
H 0.920 3.086 -1.425
Se 0.326 0.971 -4.706
N 1.223 -0.129 -5.762
C 1.950 -0.897 -4.978
C 2.829 -1.933 -5.418
C 3.489 -2.625 -4.463
C 3.288 -2.313 -3.074
N 2.506 -1.385 -2.614
C 1.829 -0.656 -3.558
N 1.009 0.312 -3.206
H 2.943 -2.134 -6.474
H 4.171 -3.423 -4.719
H 3.827 -2.898 -2.336
N 2.511 -1.927 1.712
C 1.890 -1.428 2.880
C 1.248 -2.286 3.769
C 0.627 -1.779 4.901
C 0.620 -0.413 5.152
C 1.241 0.443 4.253
C 1.872 -0.054 3.122
H 3.379 -1.448 1.510
H 2.681 -2.921 1.766
H 1.250 -3.353 3.582
H 0.151 -2.460 5.595
H 0.143 -0.024 6.042
H 1.243 1.510 4.435
H 2.374 0.624 2.438
```

Computed properties:
Net charge = +1
HOMO level = -10.6 eV
Lowest unoccupied orbital energy = -3.402 eV